{
  "formula": "C19H28N8O2",
  "method": "ωB97M-V with the def2-TZVPD basis set",
  "species": ["O", "O", "N", "N", "N", "N", "N", "N", "N", "N", "C", "C", "C", "C", "C", "C", "C", "C", "C", "C", "C", "C", "C", "C", "C", "C", "C", "C", "C", "H", "H", "H", "H", "H", "H", "H", "H", "H", "H", "H", "H", "H", "H", "H", "H", "H", "H", "H", "H", "H", "H", "H", "H", "H", "H", "H", "H"],
  "xyz": [[-2.663, -2.717, 2.855], [-1.176, 2.287, -0.419], [-0.817, 1.258, 1.569], [-1.209, -1.484, 1.646], [-3.062, 1.383, 4.963], [-2.803, 2.179, 5.971], [-0.496, 3.910, 2.694], [-2.800, 1.912, 3.778], [-2.333, 3.286, 5.448], [-5.703, -2.129, 0.085], [-3.418, -0.547, 0.039], [-5.596, -1.082, -0.735], [-0.105, -1.570, 2.593], [0.594, -2.924, 2.508], [1.174, 4.013, 0.986], [1.722, 4.538, 2.327], [0.474, 4.915, 3.114], [0.854, -0.413, 2.323], [-4.671, -2.392, 0.889], [-4.427, 0.910, -1.763], [-3.504, -1.636, 0.904], [-4.479, -0.251, -0.806], [0.259, 0.980, 2.522], [-2.428, -2.008, 1.885], [-3.593, 0.043, 5.137], [-2.342, 3.110, 4.115], [-0.327, 3.740, 1.253], [-1.868, 4.144, 3.141], [-0.804, 2.383, 0.727], [-4.769, -3.238, 1.559], [1.050, 1.718, 2.413], [-0.925, 4.471, 0.693], [1.706, 3.124, 0.648], [0.618, 4.873, 4.195], [-1.742, 1.102, 1.949], [-4.282, 0.562, -2.787], [-2.546, 0.099, 0.015], [-4.233, 0.044, 6.015], [2.397, 5.381, 2.195], [-1.093, -0.848, 0.875], [-4.163, -0.213, 4.248], [-2.553, 4.174, 2.289], [2.270, 3.759, 2.858], [0.137, 5.932, 2.864], [-1.942, 5.113, 3.641], [-0.108, -3.726, 2.732], [1.418, -2.977, 3.220], [-5.356, 1.480, -1.738], [1.712, -0.518, 2.993], [-0.523, -1.460, 3.599], [-0.110, 1.086, 3.547], [-3.604, 1.582, -1.517], [-2.782, -0.671, 5.265], [1.241, -0.497, 1.302], [-6.454, -0.889, -1.371], [1.274, 4.761, 0.201], [0.997, -3.082, 1.505]],
  "forces_ev_per_angstrom": [[0.0, 0.0, 0.1], [-0.4, 0.2, 0.1], [0.3, 0.1, -0.1], [0.0, -0.1, -0.1], [-0.1, 0.0, 0.0], [0.2, 0.1, -0.4], [0.0, -0.1, -0.2], [0.0, 0.0, 0.2], [-0.1, -0.1, 0.2], [0.2, 0.1, 0.0], [-0.1, -0.1, 0.0], [0.1, -0.2, 0.2], [0.0, 0.0, 0.0], [0.0, 0.0, 0.0], [0.0, 0.1, 0.0], [0.0, 0.0, 0.0], [0.0, -0.1, 0.1], [0.0, 0.0, 0.0], [-0.1, 0.1, -0.2], [0.0, 0.0, 0.1], [-0.1, 0.0, -0.1], [0.0, 0.0, 0.0], [-0.2, 0.1, 0.2], [-0.1, 0.0, 0.1], [0.0, -0.1, -0.1], [0.1, 0.1, -0.1], [0.0, -0.1, 0.1], [0.1, 0.0, 0.0], [0.4, 0.1, 0.0], [0.0, 0.0, 0.0], [0.0, 0.1, -0.1], [0.0, 0.0, 0.0], [0.0, 0.0, 0.0], [0.0, 0.0, 0.0], [-0.1, -0.1, 0.0], [0.0, 0.0, 0.0], [0.0, 0.0, 0.0], [0.0, 0.0, 0.0], [0.0, 0.0, 0.0], [0.0, 0.0, 0.0], [0.0, 0.0, 0.0], [0.0, -0.1, 0.0], [0.0, 0.0, 0.0], [0.0, 0.0, -0.1], [0.0, 0.0, 0.0], [0.0, 0.0, 0.0], [0.0, 0.0, 0.0], [0.0, 0.0, 0.0], [0.0, 0.0, 0.0], [0.0, 0.0, 0.0], [0.0, 0.0, 0.0], [0.0, 0.0, 0.0], [0.0, 0.0, 0.0], [0.0, 0.0, 0.0], [0.0, 0.0, 0.0], [0.0, 0.0, 0.0], [0.0, 0.0, 0.0]],
  "lowdin_charge": [0.05, 0.10, 0.04, 0.10, -0.24, 0.06, -0.13, 0.16, 0.07, 0.07, 0.03, -0.10, -0.37, -0.04, -0.11, -0.16, -0.18, -0.14, -0.08, -0.04, -0.10, -0.24, -0.18, -0.45, 0.01, -0.34, -0.23, -0.10, -0.40, 0.12, 0.10, 0.15, 0.11, 0.12, 0.09, 0.09, 0.09, 0.09, 0.11, 0.11, 0.09, 0.13, 0.10, 0.12, 0.12, 0.08, 0.08, 0.08, 0.12, 0.14, 0.11, 0.06, 0.09, 0.13, 0.11, 0.11, 0.08],
  "homo_energy_ev": -9.1,
  "de_lowest_kcal_mol": 27.35,
  "fmax_ev_per_a": 0.435,
  "total_energy_ha": -1329.33888,
  "smiles": "Cc1cncc(C(=O)N[C@@H](C)CCNC(=O)[C@@H]2CCCN2Cc2nnn(C)n2)c1",
  "total_charge": 0,
  "homo_lumo_gap_ev": 9.7975
}